# 1
Density functional theory data (wB97M-V/def2-TZVPD) for a structure of composition C8H6Cl2N2O3ScTl.

```
! wB97M-V def2-TZVPD RIJCOSX def2/J DEFGRID3
* xyz 4 1
Sc -0.20272 0.77007 -3.22405
Tl 2.80504 0.06086 0.70722
Cl -1.57052 -0.83707 -2.31601
Cl 1.87839 1.54241 -1.80527
C 1.74404 2.77792 0.94276
C 1.26025 -0.74222 -3.69715
C -0.10808 0.74264 -5.41229
O 1.33675 3.82948 0.77104
O 2.10212 -1.47496 -4.01249
O 0.01289 0.59651 -6.55800
N 0.58322 -1.71492 0.32340
C -0.17225 -0.95622 1.23805
C -0.86764 -1.56914 2.30149
C -1.56669 -0.74289 3.17772
C -1.52182 0.64356 2.97489
C -0.75869 1.15654 1.92252
N -0.05830 0.36816 1.09148
H 0.35793 -1.49058 -0.65031
H 0.47877 -2.71326 0.48152
H -0.82986 -2.65628 2.37660
H -2.13169 -1.16237 4.00846
H -2.05688 1.33943 3.61942
H -0.71425 2.23232 1.73902
*
```

Output
- Orbital gap (alpha / beta): 4.41 / 6.82 eV
- E: -67906.525 eV
- Molecular weight: 498.39 u
- HOMO (alpha / beta): -24.26 / -25.06 eV
- Energy above the lowest of the compared OMol25 structures with the same formula, charge and spin: 0.0 kJ/mol

Here are the Löwdin charges for atoms 1 to 6, given in e: 0.667, 1.197, 0.225, 0.085, -0.087, -0.107

---

# 2
Density functional theory data (wB97M-V/def2-TZVPD) for an isolated molecule of C8H9NO3.

```
! wB97M-V def2-TZVPD RIJCOSX def2/J DEFGRID3
* xyz 0 1
H 2.23671 -2.30132 0.49956
N 1.24843 -2.02343 0.39608
C 0.90975 -0.82801 0.12608
C -0.45325 -0.31269 -0.01913
C -0.77896 1.02044 0.16742
C -2.13428 1.31431 0.25733
C -3.12189 0.39163 0.05680
C -2.78782 -0.93216 -0.21975
C -1.46869 -1.24836 -0.21141
C 2.00172 0.25012 -0.09943
O 2.00775 1.09866 1.03584
O 3.21102 -0.38512 -0.20499
O 1.84592 0.98851 -1.27929
H -0.09991 1.76458 0.39009
H -2.26206 2.39162 0.47517
H -4.19800 0.81646 0.14375
H -3.49912 -1.63175 -0.41091
H -1.03570 -2.28541 -0.20327
H 2.90846 1.24364 1.21505
H 3.18283 -1.20815 -0.77535
H 2.28707 1.87645 -1.33964
*
```

Output
- Orbital gap: 9.67 eV
- E: -16073.281 eV
- Molecular weight: 167.16 u
- HOMO: -9.21 eV
- SMILES: [H]/N=C(/c1ccccc1)C(O)(O)O
- Energy above the lowest of the compared OMol25 structures with the same formula, charge and spin: 148.8 kJ/mol

Here are the Löwdin charges for atoms 1 to 6, given in e: 0.078, 0.179, -0.217, -0.167, -0.013, -0.092